# 1
Computed, not measured: a structure of composition C29H35Cl3N4O2P2Pb, with the ωB97M-V functional and the def2-TZVPD basis.

```
76
Properties=species:S:1:pos:R:3:forces:R:3
Pb -3.18302 1.52633 -0.85568 0.246 1.975 0.066
C 1.66613 5.12945 2.08318 -0.856 0.245 0.202
C 1.40624 4.22864 1.13191 -1.427 -0.400 -0.164
C 1.57498 2.74522 1.04305 -0.377 -0.629 0.172
C 0.31587 1.91326 1.47764 0.936 -0.267 0.292
C 0.25527 1.68444 2.97431 0.817 0.293 0.544
C 0.83827 2.44169 3.94302 -1.133 -1.166 -0.210
C 1.97487 3.40572 3.94045 0.032 1.897 0.347
C 1.57627 4.88608 3.56676 1.437 -0.610 -0.011
C -4.31805 1.73656 1.03691 -0.645 -0.187 -0.922
H 1.71875 6.17651 1.76128 -0.880 -0.178 0.233
H 0.61996 4.48665 0.41740 1.137 0.992 -1.031
H 2.48777 2.42996 1.56813 -0.492 -0.247 -0.173
H 1.74213 2.53206 -0.02708 0.069 0.233 0.458
H -0.62449 2.43336 1.16620 0.597 -0.232 0.107
H 0.35530 0.91084 0.99866 -0.122 0.506 0.116
H -0.18680 0.71512 3.28636 -0.616 1.115 0.003
H 0.38813 2.34685 4.94124 0.509 -0.660 -0.203
H 2.82015 3.10519 3.31167 -0.293 -0.007 0.278
H 2.34622 3.48068 4.97884 -0.088 -0.342 -0.439
H 0.54787 5.08507 3.94995 0.557 -0.016 -0.601
H 2.23548 5.61459 4.05402 -0.039 -0.285 0.309
H -4.77934 2.73024 0.95053 0.413 -0.146 0.476
H -3.60634 1.59765 1.85703 -0.563 0.104 0.071
H -5.14689 1.00458 0.95200 0.555 0.094 0.594
P -0.86851 -2.54231 -0.00238 1.244 -4.100 2.206
P 0.28602 -0.94887 -2.75116 4.017 -0.683 -1.579
N -0.06025 -3.02171 1.55275 0.183 0.945 0.381
N -1.67454 -4.15665 -0.05904 -1.095 0.382 -0.710
N 1.97700 -0.63442 -2.16989 -0.529 0.379 1.510
N 0.80962 -0.87725 -4.46380 -0.990 -0.307 -0.934
C 0.57277 -3.10315 -0.99606 0.196 0.484 -0.564
C 0.44917 -2.77060 -2.47978 -0.440 0.085 -0.255
C -0.45896 -2.49842 2.78027 0.453 -0.656 0.229
C 0.15057 -3.20644 3.81123 -0.373 0.292 -0.688
C 0.97969 -4.20498 3.20378 -0.601 0.579 -1.251
C 0.84247 -4.05755 1.82029 -0.036 0.214 0.989
C -3.03694 -4.23641 -0.35227 0.460 -0.853 -0.155
C -3.38019 -5.56454 -0.56199 0.200 0.717 0.124
C -2.19020 -6.34481 -0.39513 0.316 1.228 0.337
C -1.16807 -5.46115 -0.06313 -0.768 -0.178 -0.588
C 2.06104 0.25674 -1.09516 0.662 -0.381 -0.256
C 3.33304 0.22675 -0.54525 -0.500 0.031 -0.407
C 4.07881 -0.75470 -1.27724 -1.459 -0.039 -0.510
C 3.21024 -1.29875 -2.22993 0.370 0.344 0.699
C 2.00226 -1.22462 -5.11730 -0.555 0.170 -0.992
C 1.80804 -1.21151 -6.50105 -0.665 0.166 1.537
C 0.42812 -0.87512 -6.71948 -0.022 -0.119 0.946
C -0.15594 -0.70494 -5.47059 1.052 -0.035 -0.387
H 0.71310 -4.18457 -0.93023 -0.142 0.305 0.259
H 1.44521 -2.61741 -0.54852 0.082 0.041 -0.206
H 1.31840 -3.17483 -3.01142 -0.210 0.280 -0.063
H -0.44489 -3.21773 -2.93026 0.031 -0.209 0.125
H -1.13864 -1.65670 2.78965 0.014 -0.146 0.159
H -0.00309 -3.03747 4.87805 0.109 -0.018 -0.488
H 1.57250 -4.96546 3.70303 -0.072 0.297 -0.166
H 1.35375 -4.59855 1.03434 -0.162 0.189 0.241
H -3.60227 -3.31399 -0.40039 -0.110 -0.273 0.011
H -4.37629 -5.93000 -0.79155 0.281 0.095 0.036
H -2.09556 -7.41930 -0.50118 0.009 0.243 0.131
H -0.13323 -5.68936 0.14713 -0.326 0.091 -0.012
H 1.15714 0.78183 -0.81755 0.352 0.138 -0.101
H 3.69517 0.86805 0.26035 -0.188 -0.379 -0.348
H 5.11799 -1.01691 -1.11591 -0.257 -0.060 -0.129
H 3.40637 -2.13059 -2.89554 -0.136 0.296 0.116
H 2.91164 -1.41098 -4.58498 -0.022 0.103 0.022
H 2.56357 -1.41310 -7.25501 -0.195 0.088 0.281
H -0.06368 -0.78043 -7.68194 0.042 0.007 0.302
H -1.15966 -0.45211 -5.18151 -0.170 0.091 -0.119
Cl -2.58288 7.31733 1.14508 -0.095 -0.211 -0.256
C -3.82380 6.33941 0.35366 0.549 -1.784 -0.508
Cl -5.14783 6.04423 1.52215 0.242 -0.175 -0.190
Cl -4.49305 7.16094 -1.05457 0.184 -0.012 0.068
C -3.19566 4.81982 -0.09200 0.629 -1.316 0.381
O -2.36109 4.28424 0.68791 -1.497 1.176 -1.143
O -3.65322 4.26228 -1.15425 0.166 0.397 1.404
```
Forces are in eV/Å.

Values from the calculation:
Energy, hartree: -3751.4863
Kohn-Sham gap, eV: 6.1

Löwdin atomic charges, in units of e:
1. Pb 1.2452
2. C -0.1070
3. C -0.1163
4. C -0.2040
5. C -0.1798
6. C -0.0975
7. C -0.1070
8. C -0.1964
9. C -0.1767
10. C -0.3742
11. H 0.0987
12. H 0.1089
13. H 0.0956
14. H 0.0835
15. H 0.0898
16. H 0.0727
17. H 0.0877
18. H 0.1013
19. H 0.1003
20. H 0.1077
21. H 0.1275
22. H 0.0961
23. H -0.0203
24. H -0.0081
25. H -0.0153
26. P 1.1113
27. P 1.0904
28. N -0.2586
29. N -0.2601
30. N -0.2462
31. N -0.2647
32. C -0.4240
33. C -0.4028
34. C -0.1682
35. C -0.0951
36. C -0.0806
37. C -0.1615
38. C -0.1699
39. C -0.1030
40. C -0.0813
41. C -0.1429
42. C -0.1892
43. C -0.0798
44. C -0.0701
45. C -0.1624
46. C -0.1345
47. C -0.0818
48. C -0.1001
49. C -0.1677
50. H 0.0628
51. H 0.0762
52. H 0.0817
53. H 0.0814
54. H 0.0846
55. H 0.0951
56. H 0.0947
57. H 0.0911
58. H 0.0843
59. H 0.0911
60. H 0.0950
61. H 0.0838
62. H 0.0540
63. H 0.0939
64. H 0.0965
65. H 0.0956
66. H 0.0673
67. H 0.0947
68. H 0.0916
69. H 0.0852
70. Cl 0.5745
71. C -1.5200
72. Cl 0.5486
73. Cl 0.5781
74. C -0.7406
75. O -0.1004
76. O -0.2105

# 2
Computed, not measured: a structure of composition C29H35F5N4P2Pd, with the ωB97M-V functional and the def2-TZVPD basis.

```
76
Properties=species:S:1:pos:R:3:forces:R:3
Pd -0.15703 0.90004 1.05610 -0.966 -0.522 0.602
C -1.23495 1.36431 -2.67644 -0.801 -0.264 -0.243
C -1.12717 0.03815 -2.63782 -0.885 -0.143 -0.692
C -0.36899 -0.80623 -3.63538 0.006 -0.178 -0.138
C 0.99415 -0.21679 -4.07669 0.209 -0.355 -0.703
C 1.75493 0.49322 -2.98719 0.852 0.031 -0.209
C 1.54930 1.65506 -2.35385 1.141 -0.136 -0.947
C 0.72120 2.78765 -2.83813 -0.791 0.282 0.067
C -0.50066 2.27071 -3.60449 0.035 0.447 -0.214
C 1.38709 0.72495 2.59194 1.547 0.087 2.420
H -1.95346 1.86888 -2.02573 0.392 -0.306 -0.022
H -1.80799 -0.50994 -1.97915 0.355 0.441 -0.455
H -1.00365 -0.98842 -4.52473 0.231 0.256 0.273
H -0.19969 -1.82656 -3.25553 -0.041 0.307 0.207
H 1.63236 -1.05972 -4.39761 -0.300 0.293 0.019
H 0.85823 0.39218 -4.98078 0.125 -0.158 0.293
H 2.69863 -0.02907 -2.77711 -0.587 0.098 0.606
H 2.22996 1.90847 -1.55496 0.047 -0.026 -0.367
H 1.33071 3.44852 -3.47925 -0.064 -0.229 0.244
H 0.38158 3.40009 -1.98707 0.068 -0.084 -0.188
H -1.14250 3.11161 -3.89581 0.057 -0.142 0.079
H -0.18678 1.77323 -4.52822 -0.242 0.289 0.338
H 0.89586 1.65135 2.95573 0.139 -0.212 -0.550
H 2.46391 0.97317 2.56634 -0.526 -0.159 0.109
H 1.18894 -0.04226 3.34997 0.085 0.168 -0.182
P 1.72874 -0.48596 0.68822 0.123 1.291 -1.015
P -1.81002 -0.63424 0.53504 0.098 1.349 1.342
N 3.10597 0.54374 0.11325 0.059 -0.093 0.059
N 2.55208 -1.80469 1.48480 0.088 0.667 0.310
N -3.09466 0.48018 -0.13794 0.348 -0.287 -0.306
N -2.79789 -1.69976 1.49211 -0.540 -1.256 -0.050
C 0.83250 -1.45273 -0.60142 -0.047 -0.598 -0.923
C -0.65452 -1.85854 -0.31983 -0.374 -0.421 -0.593
C 3.09949 1.93440 0.37473 1.040 -0.227 -0.513
C 4.19831 2.51713 -0.25721 -0.991 -0.930 0.696
C 4.91308 1.47350 -0.92506 -0.807 -0.911 0.383
C 4.23993 0.27802 -0.67645 -0.078 0.919 0.364
C 3.43992 -1.55197 2.54156 0.068 -1.150 -0.160
C 4.18134 -2.68868 2.77428 -0.610 0.700 -0.323
C 3.75979 -3.68996 1.84253 -0.765 0.796 -0.372
C 2.75722 -3.13625 1.06575 0.538 0.025 0.520
C -2.94190 1.85847 0.09679 -0.462 0.154 -0.934
C -3.87623 2.55959 -0.65291 0.376 -0.874 1.032
C -4.72570 1.60250 -1.28054 0.803 -1.233 0.105
C -4.18899 0.34031 -1.00706 -0.151 0.847 0.195
C -4.12585 -2.08876 1.23760 0.422 -0.741 0.726
C -4.45020 -3.15279 2.06919 0.623 0.836 -0.345
C -3.30715 -3.43099 2.89183 0.571 0.777 -0.810
C -2.30051 -2.56076 2.49759 -0.886 -0.037 -0.383
H 1.39626 -2.36496 -0.84681 -0.412 0.118 -0.082
H 0.84920 -0.86005 -1.52113 0.145 0.193 0.533
H -1.15643 -2.12363 -1.26066 0.586 -0.381 0.126
H -0.64662 -2.76064 0.30539 -0.380 0.266 0.124
H 2.30767 2.37932 0.97238 0.283 -0.119 -0.301
H 4.46581 3.56635 -0.22100 -0.122 -0.205 -0.010
H 5.81212 1.59784 -1.51892 -0.181 -0.165 0.176
H 4.49551 -0.74243 -0.92871 -0.087 0.149 -0.087
H 3.39127 -0.61727 3.06997 0.284 -0.103 -0.075
H 4.92235 -2.78358 3.54773 0.076 -0.065 0.017
H 4.14895 -4.69429 1.76730 -0.157 0.053 -0.036
H 2.13558 -3.59231 0.30608 0.305 0.104 0.201
H -2.18299 2.22826 0.77956 -0.212 -0.083 -0.342
H -3.95224 3.63481 -0.72280 -0.081 -0.095 0.231
H -5.63594 1.82225 -1.83385 0.401 -0.225 -0.015
H -4.49824 -0.64624 -1.32344 -0.018 0.220 -0.068
H -4.71101 -1.55418 0.50780 -0.005 -0.144 0.176
H -5.38429 -3.69557 2.08647 -0.005 0.239 0.012
H -3.23766 -4.17220 3.68412 0.046 0.232 -0.299
H -1.28497 -2.45992 2.85100 -0.156 0.060 -0.006
F -1.33444 -0.20500 3.64021 -0.157 0.891 -0.109
C -1.65826 0.95765 2.95738 -0.235 -0.147 0.101
F -3.00398 0.83806 2.63036 0.860 0.343 0.635
C -1.56170 2.12332 3.97402 -0.432 0.019 0.667
F -2.61390 2.13890 4.83418 0.519 0.083 -0.522
F -0.45177 2.02244 4.75164 -0.543 0.231 -0.753
F -1.54904 3.32865 3.34063 0.147 -0.853 0.355
```
Forces are in eV/Å.

Values from the calculation:
Multiplicity: 3
Energy, hartree: -2654.6923
Kohn-Sham gap (alpha / beta), eV: 5.4 / 6.6

Löwdin atomic charges, in units of e:
1. Pd 0.4250
2. C -0.0922
3. C -0.1482
4. C -0.1762
5. C -0.1911
6. C -0.1267
7. C -0.1145
8. C -0.1733
9. C -0.1753
10. C -0.2680
11. H 0.0821
12. H 0.0469
13. H 0.1239
14. H 0.0969
15. H 0.1101
16. H 0.0988
17. H 0.0939
18. H 0.0517
19. H 0.1258
20. H 0.1143
21. H 0.1179
22. H 0.0945
23. H 0.0239
24. H -0.0026
25. H 0.0261
26. P 1.0011
27. P 1.0234
28. N -0.2009
29. N -0.1966
30. N -0.2053
31. N -0.2416
32. C -0.3447
33. C -0.3200
34. C -0.1900
35. C -0.0898
36. C -0.0826
37. C -0.1296
38. C -0.1305
39. C -0.0778
40. C -0.0790
41. C -0.1198
42. C -0.1967
43. C -0.0984
44. C -0.0789
45. C -0.1440
46. C -0.1151
47. C -0.0896
48. C -0.0843
49. C -0.1461
50. H 0.0648
51. H 0.0244
52. H 0.0601
53. H 0.0775
54. H 0.0889
55. H 0.0991
56. H 0.0963
57. H 0.1112
58. H 0.0871
59. H 0.0953
60. H 0.0961
61. H 0.0929
62. H 0.0670
63. H 0.0991
64. H 0.0971
65. H 0.1007
66. H 0.0751
67. H 0.0896
68. H 0.0956
69. H 0.1023
70. F -0.0082
71. C -0.3485
72. F -0.0060
73. C -0.5438
74. F 0.1303
75. F 0.1154
76. F 0.1140